The following is a quantum chemistry calculation of 2 unconnected molecules or ions with the total composition C4H10N2O2, from OMol25.

```
18
Properties=species:S:1:pos:R:3:forces:R:3
C -0.569 1.784 -2.208 0.078 2.372 -0.915
C 0.811 1.504 -1.763 -0.282 -3.683 0.013
O 1.709 2.365 -1.874 0.335 1.132 -0.024
N 1.239 0.270 -1.458 1.366 1.664 -0.211
H 2.257 0.239 -1.429 -0.087 -0.356 0.128
H 0.774 -0.527 -0.983 -1.225 0.024 0.213
H -1.333 1.706 -1.428 0.251 -0.213 -0.215
H -0.739 1.211 -3.125 -0.140 -0.435 0.472
H -0.506 2.836 -2.603 -0.561 -0.691 0.608
C -0.877 -2.222 2.280 -0.265 1.681 -0.518
C -0.336 -1.216 1.273 -0.122 0.031 1.212
O -0.215 -1.526 0.101 0.476 0.719 -0.956
N 0.048 0.026 1.784 -0.357 -1.325 -0.930
H -0.788 -3.222 1.880 0.463 -0.145 0.267
H -1.946 -2.047 2.455 0.262 0.149 0.030
H 0.609 0.588 1.168 0.005 0.152 0.201
H 0.177 0.160 2.773 -0.076 -0.034 -0.047
H -0.316 -1.928 3.158 -0.120 -1.041 0.674
```
Positions in Å, forces in eV/Å.

E_LUMO (alpha / beta) (hartree): -0.155 / -0.326
Energy relative to the best compared isomer or geometry (same formula, charge and spin) (kJ/mol): 101.59
Calculated total energy (Ha): -418.09920
Spin multiplicity: 2
Total charge: +1
Orbital gap (alpha / beta) (hartree): 0.3637 / 0.1920